# 1
{
  "formula": "C10H15LaN3OP",
  "method": "wB97M-V/def2-TZVPD",
  "elements": ["C", "C", "C", "C", "C", "La", "P", "H", "H", "H", "H", "H", "H", "H", "H", "C", "N", "C", "C", "C", "N", "C", "O", "N", "H", "H", "H", "H", "H", "H", "H"],
  "xyz": [[-1.371490, -0.771117, -3.679891], [-0.095844, -1.026406, -4.284234], [0.521614, -2.150290, -3.645498], [-0.399963, -2.655139, -2.678951], [-1.549023, -1.802035, -2.673400], [-0.182002, 1.187492, -0.959377], [-2.795431, 1.640948, -0.126639], [-2.152011, -0.075186, -4.046929], [0.341767, -0.445047, -5.082986], [1.542237, -2.506700, -3.810910], [-2.485732, -1.983140, -2.133107], [-0.253350, -3.540970, -2.052316], [-3.969597, 0.786911, 0.011057], [-3.074649, 2.584973, -1.250421], [-2.510864, 2.445800, 1.068977], [3.267885, 1.861932, 1.829093], [2.077729, 1.055618, 2.104195], [1.605203, 0.714801, 3.341322], [0.455489, -0.029440, 3.428708], [-0.249651, -0.396547, 2.282850], [0.193301, 0.070126, 1.052801], [1.435335, 0.638292, 1.028337], [1.832713, 1.104618, -0.133250], [-1.422720, -1.044911, 2.227333], [3.739272, 2.094078, 2.788803], [3.006920, 2.780714, 1.276515], [3.944423, 1.294821, 1.171402], [2.247549, 1.089473, 4.141504], [0.055225, -0.309920, 4.396857], [-1.881304, -1.370857, 3.074413], [-1.873030, -1.242895, 1.333743]],
  "atomic_forces_ev_per_a": [[0.5, -0.5, 0.5], [0.1, -0.1, 1.0], [-1.0, 0.6, 0.3], [0.0, 0.9, -0.2], [0.2, 0.3, -0.2], [-1.2, -1.2, -4.5], [-0.5, 0.9, 0.0], [0.6, -0.6, 0.2], [0.0, 0.0, -0.1], [-0.5, 0.0, -0.1], [0.4, 0.0, -0.2], [-0.1, 0.4, -0.2], [0.2, 0.9, 0.2], [-0.3, -0.8, 1.6], [-1.1, -0.5, -1.0], [0.3, 0.0, 0.2], [0.8, -0.2, -1.8], [1.2, 0.8, 1.8], [-1.5, -1.0, -0.2], [1.4, 1.1, 1.0], [1.4, -0.4, 0.2], [-0.9, 1.2, -0.6], [1.5, -0.8, 1.5], [-1.7, -0.9, 0.2], [0.0, 0.0, -0.3], [0.0, -0.3, 0.5], [-0.1, 0.2, 0.4], [-0.6, -0.4, 0.0], [0.2, 0.0, -0.1], [0.3, 0.2, -0.6], [0.5, 0.1, 0.6]],
  "lowdin_charge": [-0.27, -0.22, -0.18, -0.19, -0.25, 1.49, 0.41, 0.06, 0.06, 0.07, 0.06, 0.07, -0.12, -0.11, -0.12, 0.00, -0.08, -0.10, -0.05, -0.41, -0.09, -0.56, -0.33, 0.12, 0.09, 0.10, 0.10, 0.11, 0.11, 0.11, 0.10],
  "homo_energy_ev": [-5.53, -5.30],
  "largest_force_ev_per_a": 4.82,
  "lumo_energy_ev": [-0.3, -0.3],
  "orbital_gap_ev": [5.214, 5.021],
  "spin_multiplicity": 1,
  "molar_mass_g_mol": 363.1
}

=====

# 2
{
  "formula": "C27H33BrCdCl6N6O11S",
  "method": "wB97M-V/def2-TZVPD",
  "elements": ["Cd", "C", "N", "C", "C", "O", "C", "O", "C", "C", "O", "N", "C", "C", "H", "H", "H", "H", "H", "H", "H", "H", "H", "H", "H", "H", "H", "H", "H", "H", "Cl", "C", "C", "C", "Cl", "C", "Cl", "C", "Cl", "C", "Cl", "O", "Cl", "O", "O", "O", "Br", "C", "C", "C", "N", "C", "C", "H", "H", "H", "H", "C", "C", "S", "O", "O", "C", "C", "N", "C", "N", "C", "C", "N", "O", "O", "C", "H", "H", "H", "H", "H", "H", "H", "H", "H", "H", "H", "H", "H"],
  "xyz": [[-0.220533, 0.606954, 0.706238], [2.415068, -0.330928, -3.221704], [2.924122, 0.665701, -2.286202], [4.374711, 0.761798, -2.219200], [2.119923, 1.013262, -1.270691], [0.937974, 0.670496, -1.234673], [2.692230, 1.885495, -0.172618], [1.672716, 2.265777, 0.721943], [1.358421, 3.628870, 0.791918], [0.382625, 4.041803, -0.313380], [0.025907, 3.227757, -1.151531], [-0.048154, 5.324049, -0.298312], [0.333962, 6.327743, 0.676842], [-1.070226, 5.752126, -1.236563], [3.032486, -0.317386, -4.116984], [1.386912, -0.095315, -3.479571], [2.454648, -1.322194, -2.760849], [4.764758, 0.833141, -3.233183], [4.789388, -0.125073, -1.734465], [4.695000, 1.645392, -1.676891], [3.190692, 2.751814, -0.614045], [3.421829, 1.283887, 0.376322], [2.263385, 4.244081, 0.742443], [0.886061, 3.777982, 1.764513], [1.057976, 5.950092, 1.390389], [-0.546870, 6.664308, 1.228902], [0.768054, 7.191099, 0.167224], [-1.335950, 4.920239, -1.880307], [-0.702849, 6.581757, -1.844311], [-1.955917, 6.083063, -0.689137], [-1.335197, 3.538728, 1.856851], [-0.920577, 2.430562, 3.131883], [-0.560389, 1.136266, 2.777349], [-0.292832, 0.265200, 3.833890], [0.085728, -1.388650, 3.512961], [-0.348127, 0.672878, 5.170364], [-0.022587, -0.436795, 6.441567], [-0.668526, 1.993559, 5.475843], [-0.706752, 2.519586, 7.110841], [-0.969116, 2.880349, 4.447958], [-1.387954, 4.512553, 4.811895], [2.104444, -0.408100, 1.230646], [2.266503, -1.665926, 0.522164], [2.646662, -2.700098, 1.422135], [3.274245, -1.489518, -0.502672], [1.004057, -1.982674, -0.119357], [-6.008496, 2.735113, -3.448447], [-4.546610, 2.281627, -2.334531], [-4.774268, 1.774479, -1.067718], [-3.667405, 1.462204, -0.293559], [-2.416745, 1.635799, -0.703988], [-2.217940, 2.132318, -1.923919], [-3.251677, 2.465022, -2.786245], [-5.776271, 1.627034, -0.692209], [-3.794762, 1.050253, 0.701157], [-1.182083, 2.282970, -2.210023], [-3.054814, 2.855013, -3.774339], [2.958924, -6.168052, 0.970941], [2.318083, -5.312660, -0.114321], [0.549047, -5.564089, -0.082998], [-0.022243, -5.034007, 1.125760], [0.279955, -6.939424, -0.425470], [-0.030777, -4.543354, -1.453519], [-1.540317, -4.361410, -1.319892], [-1.844787, -3.256525, -0.424100], [-1.604599, -1.963314, -0.716346], [-1.833316, -1.180792, 0.329784], [-2.208399, -2.005361, 1.349509], [-2.240863, -3.285134, 0.899230], [-2.722688, -4.426191, 1.612316], [-3.058100, -5.410174, 0.975410], [-2.815235, -4.307862, 2.814811], [-1.195540, -1.499418, -2.066670], [4.043082, -6.135993, 0.880367], [2.630299, -7.202893, 0.883424], [2.678831, -5.788740, 1.952311], [2.628431, -5.603598, -1.118649], [2.488905, -4.247395, 0.050350], [0.224204, -5.072991, -2.369414], [0.506769, -3.597331, -1.374266], [-1.990190, -5.265493, -0.921062], [-1.993461, -4.149862, -2.287671], [-2.490963, -1.637920, 2.320591], [-1.876951, -1.878110, -2.830554], [-0.183599, -1.833970, -2.299659], [-1.201360, -0.415475, -2.082828]],
  "atomic_forces_ev_per_a": [[-0.6, -0.1, -0.4], [0.0, 0.0, 0.1], [-0.2, 0.0, -0.1], [0.0, 0.0, 0.0], [0.2, 0.3, -0.3], [-0.3, -0.5, -0.2], [0.2, -0.1, 0.0], [0.3, 0.0, 0.0], [0.4, 0.3, 0.0], [0.3, 0.3, 0.0], [0.7, 0.6, 0.4], [0.0, 0.0, -0.1], [0.0, 0.0, 0.0], [0.0, 0.0, 0.0], [0.0, 0.0, 0.0], [0.0, 0.0, 0.0], [0.0, 0.0, -0.1], [0.0, 0.0, 0.0], [0.0, 0.0, 0.0], [0.0, 0.1, 0.0], [-0.1, 0.1, 0.1], [0.0, 0.2, 0.0], [0.1, -0.1, 0.0], [0.5, 0.1, -0.3], [0.0, 0.0, 0.0], [0.0, 0.0, 0.0], [0.0, 0.0, 0.0], [0.0, 0.0, 0.0], [0.0, 0.0, 0.0], [0.0, 0.0, 0.0], [-1.2, 0.0, 0.4], [0.1, -0.4, 0.2], [0.0, 0.0, 0.4], [-0.1, 0.3, 0.1], [0.1, -0.1, -0.1], [0.0, 0.0, -0.1], [0.0, 0.0, 0.0], [0.0, -0.1, 0.0], [0.0, 0.0, 0.0], [0.0, 0.1, 0.0], [0.0, 0.0, 0.0], [-0.1, -0.1, 0.2], [0.3, 0.2, -0.2], [0.0, 0.0, 0.3], [-0.1, -0.2, 0.3], [0.1, -0.1, 0.2], [0.1, 0.0, 0.1], [-0.1, 0.1, -0.1], [0.0, 0.0, 0.0], [0.0, 0.0, 0.0], [0.4, 0.0, 0.0], [-0.1, -0.2, -0.4], [-0.2, 0.0, 0.1], [0.0, 0.0, 0.0], [0.0, 0.0, 0.0], [-0.5, -0.3, -0.1], [0.0, 0.0, 0.0], [-0.1, 0.1, 0.0], [-0.3, 0.0, 0.1], [0.2, -0.1, -0.6], [0.1, 0.1, 0.2], [0.0, 0.0, 0.0], [0.2, -0.2, 0.3], [0.2, -0.1, 0.0], [-0.3, 0.0, 0.1], [-0.3, 0.0, 0.0], [0.4, 0.0, -0.2], [-0.3, 0.0, 0.1], [0.1, 0.3, 0.0], [-0.1, -0.1, 0.0], [0.0, 0.0, 0.0], [0.0, 0.0, 0.0], [0.1, -0.1, 0.0], [0.0, 0.0, 0.0], [0.0, 0.0, 0.0], [0.0, 0.0, 0.0], [0.0, 0.0, 0.0], [0.0, -0.3, -0.1], [0.0, 0.0, 0.0], [-0.1, -0.2, -0.1], [-0.1, 0.0, 0.0], [0.0, 0.0, 0.0], [0.1, -0.1, 0.0], [0.0, 0.0, 0.0], [-0.1, 0.1, 0.0], [0.0, 0.1, 0.0]],
  "lowdin_charge": [1.46, -0.02, -0.12, -0.03, -0.44, -0.07, -0.12, -0.19, -0.18, -0.49, 0.00, -0.16, -0.05, -0.02, 0.09, 0.09, 0.09, 0.09, 0.09, 0.08, 0.14, 0.14, 0.14, 0.07, 0.08, 0.09, 0.10, 0.08, 0.10, 0.10, 0.77, -0.69, -0.27, -0.71, 0.74, -0.71, 0.69, -0.71, 0.69, -0.71, 0.67, -0.41, 0.69, -0.30, -0.32, -0.38, 0.75, -0.69, -0.10, -0.15, 0.02, -0.16, -0.10, 0.10, 0.11, 0.09, 0.10, -0.10, -0.29, 0.65, -0.28, -0.31, -0.20, -0.12, 0.06, -0.36, 0.04, -0.08, -0.15, -0.34, 0.08, 0.11, 0.01, 0.08, 0.08, 0.08, 0.11, 0.05, 0.11, 0.06, 0.11, 0.13, 0.11, 0.10, 0.07, 0.05],
  "homo_energy_ev": -8.80,
  "largest_force_ev_per_a": 1.29,
  "relative_energy_kj_mol": 204.5,
  "lumo_energy_ev": 0.1,
  "orbital_gap_ev": 8.896,
  "spin_multiplicity": 1,
  "molar_mass_g_mol": 1054.7
}

=====

# 3
{
  "formula": "C3H7BO",
  "method": "wB97M-V/def2-TZVPD",
  "elements": ["B", "C", "C", "C", "O", "H", "H", "H", "H", "H", "H", "H"],
  "xyz": [[-0.197582, 0.099374, 0.175865], [-1.518709, 0.139605, 0.847572], [-0.540970, -1.390512, -0.583043], [-0.301002, 1.359948, -0.878423], [-2.661877, 0.083995, 1.032961], [0.931339, 0.283799, 0.628291], [-0.934273, -1.090312, -1.551571], [-1.303807, -1.959563, -0.013091], [0.328811, -1.902565, -0.701550], [-1.319577, 1.628782, -0.962598], [0.068261, 1.054221, -1.899934], [0.289689, 2.181486, -0.495579]],
  "atomic_forces_ev_per_a": [[-2.4, -2.2, -1.7], [1.8, -0.1, 1.4], [-1.4, 1.1, 2.0], [2.3, 1.9, -1.6], [-2.9, 0.1, 0.3], [0.8, 0.0, -0.4], [-0.2, 0.3, 0.0], [0.6, 0.1, -0.6], [2.4, -1.9, -0.4], [-1.1, 0.2, 0.2], [0.1, -0.1, 1.2], [0.0, 0.4, -0.4]],
  "nbo_charge": [0.06, 0.31, -0.74, -0.68, -0.48, 0.14, 0.24, 0.23, 0.21, 0.23, 0.24, 0.22],
  "homo_energy_ev": [-5.36, -10.82],
  "largest_force_ev_per_a": 3.62,
  "relative_energy_kj_mol": 152.4,
  "lumo_energy_ev": [0.6, -4.4],
  "orbital_gap_ev": [6.003, 6.417],
  "s2": 2.01,
  "spin_multiplicity": 3,
  "molar_mass_g_mol": 69.9
}

=====

# 4
{
  "formula": "C32H30F4FeGeN3O2Se",
  "method": "wB97M-V/def2-TZVPD",
  "elements": ["Fe", "C", "N", "C", "C", "C", "N", "C", "C", "F", "C", "F", "C", "C", "F", "C", "F", "H", "H", "H", "H", "H", "H", "H", "H", "H", "H", "H", "Se", "C", "N", "O", "C", "O", "C", "C", "Ge", "C", "C", "C", "C", "C", "C", "C", "C", "C", "C", "C", "C", "C", "C", "C", "C", "C", "C", "H", "H", "H", "H", "H", "H", "H", "H", "H", "H", "H", "H", "H", "H", "H", "H", "H", "H", "H"],
  "xyz": [[1.604598, -0.166310, -1.939731], [4.572380, -0.815697, -2.067763], [3.572328, -0.751986, -0.995314], [4.059127, 0.135637, 0.062434], [3.304109, -2.089079, -0.437113], [2.392801, -2.903798, -1.336482], [1.086367, -2.272789, -1.403944], [0.548721, -1.846981, -2.553472], [1.271799, -0.029874, -3.973937], [2.509080, 0.603221, -4.154774], [0.190701, 0.420054, -4.738417], [0.369053, 1.566212, -5.429247], [-1.043398, -0.171363, -4.760920], [-1.479826, -1.171024, -3.875235], [-2.790517, -1.511648, -4.031398], [-0.848396, -1.798886, -2.830888], [-1.637120, -2.480384, -1.966591], [5.541471, -1.158819, -1.676305], [4.694860, 0.174442, -2.506601], [4.254532, -1.495359, -2.857691], [5.000273, -0.244825, 0.484447], [3.316325, 0.190752, 0.859367], [4.214983, 1.135384, -0.335947], [2.789308, -1.944277, 0.514384], [4.250196, -2.619510, -0.245539], [2.296451, -3.900343, -0.884787], [2.862346, -3.060506, -2.314029], [-1.777010, 0.224523, -5.450325], [3.132364, -2.223267, -5.840928], [2.057784, -2.331109, -4.457468], [1.363985, -1.476410, -3.759897], [2.042804, 1.892180, -1.305179], [1.204757, 1.739286, -0.374510], [0.393606, 0.771998, -0.359240], [1.201719, 2.688894, 0.794621], [-0.180762, 2.863242, 1.413205], [-1.207559, 1.205391, 1.643191], [-2.589908, 1.697281, 2.972313], [-2.878724, 3.017558, 3.317288], [-3.870352, 3.324591, 4.244360], [-4.597638, 2.308232, 4.846408], [-4.327788, 0.984765, 4.517795], [-3.334114, 0.689113, 3.594405], [-0.228991, -0.202335, 2.556547], [0.128703, -0.021939, 3.894212], [0.890007, -0.975202, 4.560798], [1.286813, -2.130314, 3.897688], [0.925061, -2.327250, 2.570245], [0.176734, -1.366790, 1.901719], [-2.208133, 0.652368, 0.079095], [-2.968068, -0.516544, 0.093320], [-3.698857, -0.903977, -1.023224], [-3.681229, -0.122590, -2.169189], [-2.923909, 1.040940, -2.200207], [-2.190480, 1.421702, -1.084032], [1.647711, 3.627796, 0.465894], [1.876250, 2.258920, 1.543603], [-0.783147, 3.559928, 0.822574], [-0.092871, 3.297729, 2.411222], [-2.330523, 3.831301, 2.853938], [-4.073576, 4.359005, 4.496300], [-5.370020, 2.544287, 5.568253], [-4.890261, 0.184004, 4.983655], [-3.125602, -0.351339, 3.363950], [-0.194810, 0.868141, 4.425552], [1.169600, -0.818734, 5.596232], [1.877365, -2.876268, 4.417028], [1.236452, -3.216625, 2.034280], [-0.055718, -1.524589, 0.856889], [-2.974845, -1.150231, 0.974716], [-4.263675, -1.828203, -1.005981], [-4.234715, -0.435121, -3.046043], [-2.883701, 1.638954, -3.102620], [-1.577283, 2.314461, -1.136964]],
  "atomic_forces_ev_per_a": [[-0.6, 0.0, 1.0], [0.0, 0.0, 0.0], [0.0, 0.0, -0.1], [0.0, 0.0, 0.0], [0.0, 0.0, 0.0], [-0.1, 0.0, -0.1], [0.0, 0.4, -0.2], [0.3, -0.4, -0.3], [0.8, 0.4, 0.3], [-0.2, -0.3, -0.6], [0.0, -0.1, 0.0], [0.0, 0.0, 0.0], [-0.1, 0.0, 0.0], [0.1, 0.0, -0.1], [0.4, -0.5, -0.6], [0.1, 0.0, 0.1], [0.2, -0.2, -0.2], [0.0, 0.0, 0.0], [0.0, 0.0, 0.0], [0.0, 0.0, 0.0], [0.0, 0.0, 0.0], [0.0, 0.0, 0.0], [0.0, 0.0, 0.0], [0.0, 0.0, 0.0], [0.0, 0.0, 0.0], [0.0, 0.0, 0.0], [0.0, 0.0, 0.0], [0.0, 0.0, 0.0], [0.0, 0.0, 0.0], [-0.1, 0.1, -0.1], [0.0, -0.2, -0.1], [-0.1, -0.1, 0.3], [0.3, 0.1, -0.4], [0.7, -0.1, 0.3], [-0.1, 0.1, 0.1], [0.1, 0.1, 0.1], [-0.3, 0.2, -0.2], [-0.1, 0.0, 0.2], [-0.1, 0.0, 0.0], [0.0, 0.0, 0.0], [0.0, 0.0, 0.0], [0.0, 0.0, 0.0], [0.0, 0.1, 0.0], [0.2, -0.1, 0.0], [0.0, -0.1, -0.1], [0.0, 0.0, 0.0], [0.0, 0.0, 0.0], [0.0, 0.1, 0.1], [0.1, 0.1, 0.1], [-0.4, -0.2, 0.0], [0.0, 0.2, 0.0], [-0.1, 0.2, 0.0], [-0.5, 0.2, 0.4], [0.0, 0.1, 0.2], [-0.2, -0.1, -0.1], [0.0, 0.0, 0.1], [0.0, 0.0, -0.1], [0.0, 0.0, 0.0], [0.0, 0.1, 0.0], [0.0, 0.0, 0.0], [0.0, 0.0, 0.0], [0.0, 0.0, 0.0], [0.0, 0.0, 0.0], [0.0, 0.0, 0.0], [0.0, 0.0, 0.0], [0.0, 0.0, 0.0], [0.0, 0.0, 0.0], [0.0, 0.0, 0.1], [0.0, 0.0, -0.1], [0.0, 0.0, 0.0], [0.0, 0.0, 0.0], [-0.1, 0.2, 0.3], [0.0, 0.0, 0.0], [0.0, 0.0, 0.0]],
  "lowdin_charge": [0.71, -0.07, -0.30, -0.09, -0.19, -0.23, 0.04, -0.32, -0.31, -0.01, -0.23, 0.07, 0.02, -0.23, 0.02, -0.15, 0.07, 0.09, 0.09, 0.06, 0.09, 0.09, 0.09, 0.10, 0.12, 0.11, 0.08, 0.12, 0.62, -0.64, -0.12, -0.04, -0.66, -0.10, -0.16, -0.25, 0.99, -0.26, -0.11, -0.10, -0.11, -0.10, -0.11, -0.25, -0.11, -0.10, -0.10, -0.10, -0.09, -0.26, -0.10, -0.09, -0.11, -0.08, -0.10, 0.11, 0.12, 0.07, 0.06, 0.09, 0.09, 0.09, 0.10, 0.10, 0.10, 0.09, 0.09, 0.10, 0.08, 0.09, 0.10, 0.10, 0.10, 0.10],
  "homo_energy_ev": [-4.07, -3.68],
  "largest_force_ev_per_a": 1.16,
  "relative_energy_kj_mol": 591.6,
  "lumo_energy_ev": [2.6, 2.0],
  "orbital_gap_ev": [6.679, 5.689],
  "s2": 6.30,
  "spin_multiplicity": 5,
  "total_charge": -1,
  "molar_mass_g_mol": 772.0
}